{"formula": "C48H71AsBN9S3Sc", "method": "ωB97M-V/def2-TZVPD", "symbols": ["Sc", "C", "C", "C", "C", "C", "N", "N", "B", "N", "N", "C", "C", "C", "C", "C", "N", "N", "C", "C", "C", "C", "C", "H", "H", "H", "H", "H", "H", "H", "H", "H", "H", "H", "H", "H", "H", "H", "H", "H", "H", "H", "H", "H", "H", "N", "C", "C", "C", "N", "H", "H", "H", "H", "H", "H", "H", "H", "H", "H", "C", "C", "S", "C", "C", "S", "C", "C", "S", "H", "H", "H", "H", "H", "H", "H", "H", "H", "H", "H", "H", "C", "C", "C", "C", "C", "C", "As", "N", "C", "C", "C", "C", "C", "C", "C", "C", "C", "C", "C", "C", "C", "C", "C", "C", "C", "C", "H", "H", "H", "H", "H", "H", "H", "H", "H", "H", "H", "H", "H", "H", "H", "H", "H", "H", "H", "H", "H", "H", "H", "H", "H", "H", "H"], "xyz": [[-0.504, -1.324, 0.595], [-3.565, 0.084, -1.698], [-3.566, -0.095, -0.223], [-4.597, 0.261, 0.652], [-4.188, -0.147, 1.901], [-4.865, 0.064, 3.202], [-2.975, -0.750, 1.781], [-2.584, -0.680, 0.463], [-2.745, -2.118, 2.515], [-2.852, -3.179, 1.414], [-1.858, -3.357, 0.503], [-2.190, -4.435, -0.214], [-1.314, -5.013, -1.267], [-3.426, -4.925, 0.209], [-3.823, -4.094, 1.239], [-5.100, -4.109, 2.001], [-1.376, -2.326, 3.184], [-0.255, -2.601, 2.460], [0.581, -3.254, 3.268], [1.926, -3.725, 2.845], [0.012, -3.385, 4.535], [-1.228, -2.786, 4.445], [-2.234, -2.650, 5.526], [-4.352, 0.779, -1.982], [-3.759, -0.878, -2.175], [-2.614, 0.463, -2.068], [-5.515, 0.751, 0.401], [-5.550, 0.903, 3.123], [-4.135, 0.264, 3.981], [-5.437, -0.814, 3.493], [-3.588, -2.267, 3.318], [-0.316, -5.192, -0.871], [-1.225, -4.334, -2.113], [-1.732, -5.956, -1.609], [-3.961, -5.760, -0.194], [-5.775, -4.833, 1.549], [-5.568, -3.125, 1.968], [-4.940, -4.374, 3.047], [1.896, -4.101, 1.825], [2.254, -4.521, 3.509], [2.652, -2.913, 2.894], [0.445, -3.845, 5.397], [-1.748, -2.809, 6.483], [-3.020, -3.394, 5.417], [-2.695, -1.667, 5.513], [3.331, 1.066, 1.982], [2.902, 1.633, 3.261], [2.404, 0.501, 4.160], [1.041, -0.071, 3.742], [0.866, -0.128, 2.277], [4.203, 0.558, 2.101], [3.506, 1.811, 1.318], [2.101, 2.354, 3.059], [3.712, 2.168, 3.777], [2.336, 0.854, 5.186], [3.156, -0.290, 4.139], [0.234, 0.540, 4.160], [0.952, -1.070, 4.171], [0.492, 0.792, 2.006], [1.825, -0.094, 1.879], [4.697, -1.717, -3.815], [5.208, -1.584, -2.388], [3.928, -1.061, -1.192], [3.663, -2.545, -0.170], [3.155, -3.727, -0.958], [1.560, -3.278, -1.741], [1.711, -4.176, -3.326], [2.432, -3.408, -4.418], [4.256, -3.438, -4.258], [5.487, -1.437, -4.511], [3.834, -1.078, -3.992], [5.980, -0.816, -2.348], [5.633, -2.520, -2.033], [2.903, -2.214, 0.543], [4.584, -2.785, 0.360], [2.997, -4.586, -0.302], [3.836, -4.002, -1.761], [0.687, -4.381, -3.638], [2.211, -5.123, -3.119], [2.108, -2.369, -4.442], [2.214, -3.882, -5.377], [4.187, 6.828, 0.444], [3.338, 5.599, 0.351], [3.728, 4.476, -0.353], [2.896, 3.367, -0.490], [3.421, 2.198, -1.269], [1.611, 3.370, 0.059], [0.080, 1.966, 0.050], [0.254, 0.218, -0.643], [0.155, -0.122, -1.971], [0.868, 0.513, -2.995], [0.767, 0.110, -4.309], [-0.073, -0.929, -4.678], [-0.786, -1.581, -3.685], [-0.662, -1.205, -2.363], [-1.206, 2.945, -1.144], [-2.516, 3.074, -0.650], [-2.899, 2.791, 0.776], [-3.519, 3.610, -1.446], [-3.270, 4.060, -2.732], [-4.353, 4.624, -3.593], [-1.962, 4.013, -3.179], [-0.933, 3.485, -2.408], [0.446, 3.635, -2.971], [1.245, 4.480, 0.842], [-0.079, 4.561, 1.543], [2.097, 5.563, 0.972], [5.162, 6.684, -0.015], [4.328, 7.119, 1.484], [3.687, 7.651, -0.066], [4.701, 4.458, -0.824], [4.463, 2.000, -1.031], [3.386, 2.413, -2.338], [2.844, 1.304, -1.044], [1.548, 1.300, -2.732], [1.355, 0.619, -5.058], [-0.163, -1.232, -5.711], [-1.454, -2.392, -3.942], [-1.224, -1.765, -1.594], [-2.303, 1.989, 1.216], [-3.948, 2.527, 0.835], [-2.763, 3.691, 1.376], [-4.518, 3.699, -1.043], [-5.292, 4.681, -3.049], [-4.493, 4.001, -4.477], [-4.076, 5.624, -3.924], [-1.724, 4.413, -4.155], [0.543, 3.095, -3.910], [1.191, 3.296, -2.264], [0.636, 4.688, -3.177], [-0.243, 3.689, 2.182], [-0.873, 4.604, 0.799], [-0.127, 5.453, 2.161], [1.788, 6.411, 1.566]], "lowdin_charge": [1.094, 0.006, -0.294, 0.012, -0.280, 0.001, 0.036, -0.002, -0.523, 0.021, 0.035, -0.313, -0.040, 0.031, -0.251, -0.004, 0.036, -0.020, -0.336, 0.001, 0.022, -0.266, -0.007, 0.088, 0.095, 0.073, 0.128, 0.092, 0.089, 0.085, 0.114, 0.055, 0.051, 0.087, 0.113, 0.088, 0.081, 0.088, 0.070, 0.092, 0.079, 0.120, 0.089, 0.090, 0.082, 0.012, -0.253, -0.170, -0.222, -0.062, 0.091, 0.053, 0.110, 0.116, 0.113, 0.108, 0.125, 0.082, -0.034, 0.047, -0.513, -0.506, 0.875, -0.547, -0.509, 0.877, -0.488, -0.511, 0.884, 0.068, 0.060, 0.068, 0.070, 0.031, 0.087, 0.073, 0.027, 0.065, 0.082, 0.046, 0.075, -0.043, -0.264, -0.008, -0.320, -0.112, -0.254, 1.378, -0.321, -0.440, -0.054, -0.081, -0.099, -0.101, -0.162, -0.245, -0.301, -0.083, -0.022, -0.262, -0.040, -0.008, -0.252, -0.048, -0.294, -0.085, -0.012, 0.077, 0.084, 0.088, 0.121, 0.078, 0.090, -0.010, 0.063, 0.113, 0.109, 0.112, 0.065, 0.035, 0.061, 0.085, 0.120, 0.076, 0.087, 0.086, 0.127, 0.082, 0.021, 0.100, 0.060, 0.061, 0.085, 0.121], "de_lowest_kj_mol": 267.1, "homo_lumo_gap_ha": 0.27324, "total_energy_ha": -6580.3653, "homo_ev": -9.733, "charge": 1}